A | This record from the Open Molecules 2025 dataset describes CH4N2O2S in the gas phase. The level of theory is the ωB97M-V functional and the def2-TZVPD basis.

CARTESIAN COORDINATES (ANGSTROEM)
1 C 0.037 0.945 -0.214
2 N 0.550 -1.215 -0.098
3 N -0.553 -1.423 0.572
4 O -2.496 0.462 0.972
5 O -2.051 -0.411 -1.274
6 S -1.527 -0.043 -0.023
7 H 0.634 1.009 0.687
8 H 0.034 1.808 -0.828
9 H 0.254 -1.357 -1.137
10 H -0.452 -1.201 1.639

These are the Löwdin partial charges, in e, on atoms 1 to 5: number 1, C, carries -0.02; number 2, N, carries -0.04; number 3, N, carries -0.25; number 4, O, carries -0.33; number 5, O, carries -0.30

---

B | This record from the Open Molecules 2025 dataset describes a molecular structure, CH4N2O2S. The level of theory is the ωB97M-V functional and the def2-TZVPD basis.

CARTESIAN COORDINATES (ANGSTROEM)
1 C -0.179 0.704 -0.031
2 H -2.521 -0.753 1.615
3 H 0.021 -1.412 -0.570
4 H 1.802 1.193 0.395
5 H 1.897 -0.606 -1.159
6 N -0.772 -0.524 -0.265
7 N 1.090 0.509 0.414
8 O -0.632 1.844 -0.274
9 O 1.777 -0.770 -0.077
10 S -2.482 -0.185 -0.048

These are the Löwdin partial charges, in e, on atoms 1 to 5: number 1, C, carries -0.74; number 2, H, carries 0.03; number 3, H, carries 0.23; number 4, H, carries 0.12; number 5, H, carries 0.19

---

Stability verdict: B, ahead by 0.284 eV

---

A | This record from the Open Molecules 2025 dataset describes 2 unconnected molecules or ions with the total composition CH4N2O2S. The level of theory is the ωB97M-V functional and the def2-TZVPD basis.

CARTESIAN COORDINATES (ANGSTROEM)
1 C 0.612 -2.254 -1.117
2 N -0.484 -2.666 -0.881
3 N 0.497 -0.138 0.377
4 O 1.630 -1.977 -1.587
5 O 1.498 0.812 0.755
6 S -0.845 0.561 -0.042
7 H -1.177 1.448 0.988
8 H -1.024 -2.702 -0.046
9 H 2.329 0.365 0.546
10 H -0.506 1.675 -0.824

These are the Löwdin partial charges, in e, on atoms 1 to 5: number 1, C, carries -0.50; number 2, N, carries 0.18; number 3, N, carries -0.58; number 4, O, carries 0.14; number 5, O, carries -0.18

---

B | This record from the Open Molecules 2025 dataset describes CH4N2O2S in the gas phase. The level of theory is the ωB97M-V functional and the def2-TZVPD basis.

CARTESIAN COORDINATES (ANGSTROEM)
1 C 0.450 0.093 0.242
2 N 0.212 0.342 1.588
3 N 1.059 0.797 -0.605
4 O 0.000 -1.165 -0.095
5 O -2.258 -0.758 -1.111
6 S -1.022 -1.407 -1.392
7 H 0.644 1.147 2.032
8 H -0.535 -0.319 1.878
9 H 1.642 1.667 -0.450
10 H -0.192 -0.397 -2.087

These are the Löwdin partial charges, in e, on atoms 1 to 5: number 1, C, carries -0.65; number 2, N, carries 0.14; number 3, N, carries 0.11; number 4, O, carries -0.35; number 5, O, carries -0.51

---

Stability verdict: B, ahead by 2.233 eV

---

A | This record from the Open Molecules 2025 dataset describes CH4N2O2S in the gas phase. The level of theory is the ωB97M-V functional and the def2-TZVPD basis.

CARTESIAN COORDINATES (ANGSTROEM)
1 C 0.435 -0.122 -0.310
2 N 0.749 1.163 -0.576
3 N -1.058 -0.295 -0.060
4 O 0.978 -2.665 -0.271
5 O -1.705 0.784 0.636
6 S 1.591 -1.318 -0.432
7 H 0.189 1.880 -0.284
8 H 1.704 1.231 -0.681
9 H -1.226 -1.300 0.424
10 H -1.656 0.641 1.555

These are the Löwdin partial charges, in e, on atoms 1 to 5: number 1, C, carries -0.60; number 2, N, carries 0.09; number 3, N, carries -0.04; number 4, O, carries -0.65; number 5, O, carries -0.05

---

B | This record from the Open Molecules 2025 dataset describes 2 unconnected molecules or ions with the total composition CH4N2O2S. The level of theory is the ωB97M-V functional and the def2-TZVPD basis.

CARTESIAN COORDINATES (ANGSTROEM)
1 C 0.051 -0.459 -0.473
2 N -2.119 0.450 -0.455
3 N 1.369 0.867 0.526
4 O -3.041 0.652 0.252
5 O -1.071 -0.229 0.220
6 S 0.854 -1.957 -0.027
7 H 0.061 -0.201 -1.527
8 H 2.148 0.806 -0.128
9 H 0.905 1.753 0.332
10 H 0.842 -1.682 1.279

These are the Löwdin partial charges, in e, on atoms 1 to 5: number 1, C, carries -0.62; number 2, N, carries 0.00; number 3, N, carries -0.01; number 4, O, carries 0.08; number 5, O, carries -0.16

---

Stability verdict: A, ahead by 1.796 eV

---

A | This record from the Open Molecules 2025 dataset describes CH4N2O2S in the gas phase. The level of theory is the ωB97M-V functional and the def2-TZVPD basis.

CARTESIAN COORDINATES (ANGSTROEM)
1 C 0.233 0.324 -0.199
2 H -0.018 -1.233 2.336
3 H -1.478 0.620 1.073
4 H -0.537 1.791 -1.431
5 H 1.666 1.193 -1.464
6 N -0.984 -0.018 0.529
7 N 0.197 1.663 -0.747
8 O 0.939 -0.600 -0.576
9 O 1.366 2.043 -1.267
10 S -0.873 -1.711 1.059

Values from the calculation:
* SMILES: O=C(NO)NS

These are the Löwdin partial charges, in e, on atoms 1 to 5: number 1, C, carries -0.53; number 2, H, carries 0.00; number 3, H, carries 0.04; number 4, H, carries 0.14; number 5, H, carries 0.05

---

B | This record from the Open Molecules 2025 dataset describes a molecular structure, CH4N2O2S. The level of theory is the ωB97M-V functional and the def2-TZVPD basis.

CARTESIAN COORDINATES (ANGSTROEM)
1 C 0.432 -0.499 0.361
2 N -0.292 -0.089 1.426
3 N -0.283 0.350 -1.252
4 O 2.393 -1.328 -1.163
5 O -1.077 1.308 -0.596
6 S 2.018 -1.196 0.246
7 H -1.120 0.401 0.843
8 H -0.444 -0.726 2.137
9 H -1.049 -0.341 -1.416
10 H -0.577 2.121 -0.586

These are the Löwdin partial charges, in e, on atoms 1 to 5: number 1, C, carries -0.45; number 2, N, carries 0.02; number 3, N, carries 0.03; number 4, O, carries -0.65; number 5, O, carries -0.17

---

Stability verdict: A, ahead by 2.079 eV

---

A | This record from the Open Molecules 2025 dataset describes CH4N2O2S in the gas phase. The level of theory is the ωB97M-V functional and the def2-TZVPD basis.

CARTESIAN COORDINATES (ANGSTROEM)
1 C -1.221 -0.768 0.054
2 N 0.626 -1.346 -0.466
3 N -0.917 0.456 0.523
4 O 0.188 0.495 1.276
5 O 1.598 1.054 -0.832
6 S 1.485 -0.341 0.183
7 H -1.862 -0.816 -0.811
8 H -1.302 -1.551 0.792
9 H -0.922 1.203 -0.172
10 H 2.326 1.613 -0.548

These are the Löwdin partial charges, in e, on atoms 1 to 5: number 1, C, carries -0.04; number 2, N, carries -0.37; number 3, N, carries -0.16; number 4, O, carries -0.33; number 5, O, carries -0.36

---

B | This record from the Open Molecules 2025 dataset describes CH4N2O2S in the gas phase. The level of theory is the ωB97M-V functional and the def2-TZVPD basis.

CARTESIAN COORDINATES (ANGSTROEM)
1 C -0.402 -0.268 0.478
2 N -1.304 0.757 -0.089
3 N 0.602 -0.721 -0.479
4 O 2.635 -0.105 0.956
5 O -0.867 1.959 -0.309
6 S 2.207 -0.167 -0.441
7 H 0.075 0.127 1.418
8 H -1.171 -1.054 0.597
9 H -1.818 0.449 -0.826
10 H 0.044 -0.977 -1.304

These are the Löwdin partial charges, in e, on atoms 1 to 5: number 1, C, carries -0.24; number 2, N, carries -0.13; number 3, N, carries -0.33; number 4, O, carries -0.55; number 5, O, carries -0.06

---

Stability verdict: B, ahead by 0.135 eV

---

A | This record from the Open Molecules 2025 dataset describes a gas-phase ion, C4H6BrN2 (charge +1). The level of theory is the ωB97M-V functional and the def2-TZVPD basis.

CARTESIAN COORDINATES (ANGSTROEM)
1 C -1.312 -0.427 0.704
2 C 0.688 0.607 0.357
3 C -0.864 -0.983 -0.575
4 C 0.600 -0.380 -0.790
5 N -0.547 0.383 1.370
6 N 1.435 1.567 0.585
7 Br -2.840 -1.037 1.556
8 H -1.112 -2.095 -0.683
9 H -1.406 -0.854 -1.435
10 H 0.680 0.362 -1.631
11 H 1.341 -1.192 -0.848
12 H 2.135 1.857 -0.025
13 H 1.202 2.193 1.415

Values from the calculation:
* SMILES: [NH2+]=C1CCC(Br)=N1
* charge: +1

These are the Löwdin partial charges, in e, on atoms 1 to 5: number 1, C, carries -0.81; number 2, C, carries -0.18; number 3, C, carries -0.16; number 4, C, carries -0.03; number 5, N, carries 0.12

---

B | This record from the Open Molecules 2025 dataset describes a molecular structure, C4H6BrN2. The level of theory is the ωB97M-V functional and the def2-TZVPD basis.

CARTESIAN COORDINATES (ANGSTROEM)
1 C 0.746 -1.194 0.082
2 C -0.494 -1.534 0.101
3 C -0.894 1.200 0.135
4 C 1.331 0.110 -0.087
5 N -1.550 0.087 -0.084
6 N 0.447 1.269 0.111
7 Br -3.388 0.003 0.025
8 H 1.558 -1.877 -0.138
9 H -0.968 -2.434 0.374
10 H -1.429 2.036 0.375
11 H 2.314 0.125 0.362
12 H 1.494 0.032 -1.149
13 H 0.834 2.175 -0.107

Values from the calculation:
* charge: +1

These are the Löwdin partial charges, in e, on atoms 1 to 5: number 1, C, carries -0.12; number 2, C, carries 0.17; number 3, C, carries -0.19; number 4, C, carries -0.14; number 5, N, carries -0.45

---

C | This record from the Open Molecules 2025 dataset describes a gas-phase ion, C4H6BrN2 (charge +1). The level of theory is the ωB97M-V functional and the def2-TZVPD basis.

CARTESIAN COORDINATES (ANGSTROEM)
1 C 0.354 0.198 0.809
2 C -0.218 0.548 -0.529
3 C -1.174 -0.902 2.458
4 C 0.752 0.299 -1.688
5 N -0.082 -0.566 1.715
6 N -1.283 1.189 -0.632
7 Br -2.014 -2.410 2.145
8 H 1.410 0.263 0.801
9 H 0.330 -0.556 -2.159
10 H 0.875 1.148 -2.315
11 H 1.832 0.134 -1.269
12 H 0.728 -0.707 2.316
13 H -1.513 1.360 -1.650

Values from the calculation:
* charge: +1

These are the Löwdin partial charges, in e, on atoms 1 to 5: number 1, C, carries 0.02; number 2, C, carries -0.39; number 3, C, carries -0.47; number 4, C, carries -0.01; number 5, N, carries -0.04

---

Stability verdict: A, ahead by 2.204 eV